No. 1
Below is a structure of composition C45H38CsN3O3S2Te, with properties calculated with ωB97M-V/def2-TZVPD.

XYZ file:
```
93
Properties=species:S:1:pos:R:3
Cs 0.04989 0.26869 0.29838
C -4.93316 2.15617 0.17335
C -3.84519 1.11743 -0.00445
N -2.63596 1.45905 -0.25772
N -2.42101 2.81821 -0.50275
C -1.68816 3.43951 0.34705
S -1.07963 2.95404 1.87360
S -1.21750 5.03872 -0.36424
C -1.24189 6.11407 1.09007
C -2.61448 6.64155 1.39621
C -3.50236 5.89198 2.16745
C -4.78191 6.36106 2.41820
C -5.19682 7.58585 1.91135
C -4.31888 8.33903 1.14679
C -3.03944 7.86596 0.89175
C -4.23940 -0.30434 0.16186
C -5.60620 -0.60560 0.10740
C -6.12488 -1.87199 0.30830
C -5.24075 -2.90582 0.61632
C -3.89228 -2.66165 0.68470
C -3.31355 -1.38081 0.42411
O -2.04634 -1.25633 0.43401
H -4.49715 3.14571 0.27737
H -5.52839 1.92679 1.05732
H -5.60724 2.17135 -0.68703
H -0.55473 6.93555 0.88310
H -0.84769 5.52278 1.91904
H -3.17603 4.92829 2.54016
H -5.46336 5.76110 3.00830
H -6.19847 7.94740 2.10698
H -4.63212 9.29422 0.74246
H -2.35944 8.45052 0.28335
H -6.30674 0.19153 -0.10992
H -7.19185 -2.04521 0.23909
H -5.61388 -3.90882 0.80261
H -3.19428 -3.46099 0.91109
C 6.88675 -4.08235 1.38429
C 5.87766 -3.05226 0.95405
C 6.24848 -1.87189 0.35006
C 5.32559 -0.90924 -0.07864
C 5.86438 0.29279 -0.72890
O 7.00870 0.68732 -0.53126
C 5.02025 1.03443 -1.72629
C 4.14528 0.36987 -2.57768
C 3.43160 1.07284 -3.53315
C 3.57012 2.45166 -3.63040
C 4.43958 3.12011 -2.78138
C 5.17171 2.40989 -1.84207
C 3.92034 -1.07959 0.16231
O 3.03085 -0.22484 -0.09194
C 3.56015 -2.34895 0.75990
C 4.49981 -3.26921 1.14074
C 2.09873 -2.58928 0.94150
N 1.30697 -2.94685 0.01117
C 1.83578 -3.16462 -1.31646
C 1.84362 -4.64358 -1.66497
Te -0.07847 -5.61420 -1.51576
C -1.16297 -4.16732 -2.60442
C -1.50731 -2.96116 -2.00622
C -2.20163 -2.00085 -2.73273
C -2.56086 -2.24788 -4.04904
C -2.22419 -3.45648 -4.64673
C -1.52147 -4.41317 -3.92837
C 1.49859 -2.33161 2.28399
C 2.25790 -1.75680 3.29986
C 1.67836 -1.46233 4.52649
C 0.33645 -1.73665 4.74439
C -0.42780 -2.30340 3.73131
C 0.14631 -2.60195 2.50864
H 7.90067 -3.72684 1.19701
H 6.76507 -5.02708 0.84642
H 6.81016 -4.30932 2.45111
H 7.29911 -1.65806 0.17969
H 4.01636 -0.69913 -2.47194
H 2.74644 0.54927 -4.18818
H 2.98986 3.00515 -4.35792
H 4.53801 4.19638 -2.84463
H 5.86247 2.91205 -1.17800
H 4.16768 -4.19533 1.60477
H 2.85009 -2.77028 -1.44389
H 1.18863 -2.63502 -2.02319
H 2.49886 -5.19010 -0.98662
H 2.19880 -4.79328 -2.68260
H -1.24981 -2.72804 -0.97936
H -2.45752 -1.06749 -2.24445
H -3.10711 -1.49868 -4.60848
H -2.50373 -3.65403 -5.67529
H -1.24595 -5.35110 -4.39508
H 3.29830 -1.52149 3.11544
H 2.27287 -0.99921 5.30468
H -0.12154 -1.48920 5.69454
H -1.48384 -2.48687 3.88127
H -0.45189 -2.98974 1.69677
```

Calculated values
E	-87408.7805	eV
gap between HOMO and LUMO	5.605	eV
LUMO level	3.44	eV
net charge	-2
energy relative to the best compared isomer or geometry (same formula, charge and spin)	0.000	eV

=====

No. 2
Below is a structure of composition C45H38F5N2O2P2RuS, with properties calculated with ωB97M-V/def2-TZVPD.

XYZ file:
```
96
Properties=species:S:1:pos:R:3
Ru 0.16480 0.13190 0.12370
O 2.47040 -0.02460 2.48580
C 2.10090 0.14230 3.79880
C 2.90810 -0.10890 4.89850
C 2.42200 0.15190 6.17050
C 1.13500 0.62990 6.34870
C 0.29800 0.78430 5.25810
C 0.76620 0.52460 3.97950
P -0.28750 0.35950 2.49140
C -0.62160 -1.41880 2.72720
C -1.26870 -1.88150 3.84590
C -1.62490 -3.21860 3.99210
C -1.26770 -4.13930 2.99340
C -0.60220 -3.74870 1.87820
C -0.25790 -2.33220 1.59410
C -1.78660 1.23480 3.04980
C -3.04790 0.65560 3.12790
C -4.14540 1.42350 3.47460
C -4.00320 2.77940 3.71240
C -2.75430 3.37170 3.60300
C -1.65280 2.60620 3.27270
C 3.71310 0.29920 2.02520
C 4.74070 0.85540 2.77800
C 5.99670 1.01960 2.22000
C 6.23950 0.63840 0.91140
C 5.19570 0.18340 0.13100
C 3.92020 0.03940 0.66300
P 2.47130 -0.20450 -0.43260
C 2.84640 -1.85990 -1.09920
C 2.63170 -2.21730 -2.42660
C 2.79780 -3.52830 -2.83140
C 3.15200 -4.50380 -1.91370
C 3.34020 -4.16130 -0.58410
C 3.19640 -2.84950 -0.18000
C 2.94240 1.03010 -1.69670
C 2.35370 2.27520 -1.47860
C 2.69920 3.36250 -2.25430
C 3.63230 3.21170 -3.26700
C 4.19560 1.97040 -3.51090
C 3.86160 0.87880 -2.72760
H 3.88760 -0.55000 4.78210
H 3.05880 -0.03740 7.02160
H 0.76200 0.84150 7.33920
H -0.72080 1.11130 5.40020
H -1.51660 -1.17820 4.62840
H -2.16020 -3.55330 4.86580
H -1.51390 -5.18170 3.14160
H -0.31960 -4.47640 1.13270
H 0.83100 -2.25590 1.37690
H -3.17250 -0.39260 2.90840
H -5.12110 0.96330 3.52880
H -4.86980 3.37370 3.95930
H -2.64770 4.43650 3.75030
H -0.67880 3.07190 3.17880
H 4.56280 1.18920 3.78780
H 6.78740 1.44360 2.82140
H 7.22930 0.71980 0.49170
H 5.35610 -0.06040 -0.90650
H 2.33900 -1.46310 -3.14260
H 2.63580 -3.79100 -3.86560
H 3.27910 -5.52660 -2.23330
H 3.59330 -4.92030 0.13990
H 3.35200 -2.57520 0.85550
H 1.61320 2.36740 -0.67960
H 2.24060 4.31920 -2.06310
H 3.91180 4.05940 -3.87270
H 4.90670 1.85250 -4.31380
H 4.31060 -0.08450 -2.92570
C -3.37180 -1.96070 0.10360
O -2.20150 -1.27630 0.50390
C -0.93220 -1.80180 0.26210
C -0.77480 -2.73300 -0.91970
H -3.54890 -2.83950 0.73460
H -3.34020 -2.25360 -0.94780
H -4.18060 -1.24590 0.24340
H -1.40290 -3.62770 -0.83410
H 0.26290 -3.05270 -1.00120
H -1.04590 -2.20410 -1.83380
F -4.12650 6.78960 1.09750
C -3.55960 5.61310 0.78500
C -4.33170 4.45460 0.72510
F -5.64840 4.52510 0.97350
C -3.74990 3.24700 0.38770
F -4.52530 2.15410 0.31280
C -2.38020 3.13990 0.09200
S -1.72270 1.66900 -0.49470
C -1.62510 4.31910 0.18130
F -0.30930 4.26140 -0.09620
C -2.19540 5.53490 0.51040
F -1.44810 6.65010 0.53470
N -1.39420 -0.26280 -2.98610
N -0.11650 0.22430 -2.56260
H -1.69910 0.20240 -3.84490
H -2.06140 -0.00930 -2.25620
H -0.03930 1.24340 -2.65410
H 0.59880 -0.20580 -3.14780
```

Calculated values
spin multiplicity	2
E	-99935.0126	eV
⟨S²⟩	0.7920
gap between HOMO and LUMO (spin up / spin down)	6.915 / 6.347	eV
LUMO level (spin up / spin down)	0.36 / -0.29	eV
energy relative to the best compared isomer or geometry (same formula, charge and spin)	2.992	eV

=====

- What is the energy relative to the best compared isomer or geometry (same formula, charge and spin) in the first record?
  0.000 eV